Here is a single C3H7NO4S molecule at a distorted geometry from the Open Molecules 2025 dataset. Energies are from ωB97M-V with the def2-TZVPD basis set.

Cartesian coordinates (Å):
S -1.214761 0.532697 -1.555892
O -0.910310 0.659156 -2.947648
O -2.455857 -0.089708 -1.323242
O -1.355159 1.998657 -0.936914
O 1.327090 -0.002790 -1.540727
N -0.180603 -0.764223 1.300508
C 0.246763 -0.017010 -0.691507
C 0.387684 0.649380 0.910251
C -0.021991 -1.338119 0.041950
H -0.326250 1.491395 1.154499
H 0.932440 -1.839634 -0.216456
H 0.237757 -1.338261 1.952021
H -1.659856 2.008900 0.002198
H -0.915316 -1.948718 -0.238945
H 1.371065 0.938447 1.140628
H 1.054282 0.602968 -2.217446

Force components x, y, z for each atom (eV/Å):
-1.2 1.8 -1.1
1.2 0.6 0.2
-0.8 -1.5 1.5
0.0 0.7 0.2
-0.2 -0.3 1.0
-0.2 3.6 0.0
-0.5 0.2 2.7
-3.2 -2.4 -2.1
0.2 -1.0 -3.0
0.9 -1.2 -0.1
-0.4 -0.6 0.7
1.2 -0.6 2.4
0.1 -0.3 -1.1
0.9 0.4 -0.3
1.4 -0.1 0.4
0.3 0.6 -1.4

Summary:
HOMO level ... -9.8 eV
Energy relative to the best compared isomer or geometry (same formula, charge and spin) ... 292.7 kJ/mol
E_LUMO ... 0.5 eV
Energy ... -872.31241 a.u.
Gap between HOMO and LUMO ... 10.30 eV
SMILES ... O=S(=O)(O)C1(O)CNC1